(1)
Here is an isolated molecule of C5H12O from OMol25. Energies are from wB97M-V/def2-TZVPD.

The geometry in XYZ format:
```
18
Properties=species:S:1:pos:R:3:lowdin_charge:R:1
C -1.8648 -0.8605 0.3174 -0.1093
C -0.9722 -0.0140 -0.5874 -0.2702
C -0.4562 1.2915 0.0338 -0.1828
C 1.0634 1.3457 -0.0856 -0.2279
O 1.7171 0.2740 0.5896 -0.1833
C 1.7540 -1.0865 0.1832 -0.1169
H -1.4993 -0.8550 1.3533 0.0767
H -1.8830 -1.9038 -0.0195 0.0705
H -2.8944 -0.4920 0.3253 0.0703
H -1.4311 0.1498 -1.5655 0.1105
H -0.0902 -0.5937 -0.8084 0.0433
H -0.8984 2.1752 -0.4447 0.1105
H -0.7117 1.3462 1.0999 0.1117
H 1.3567 1.4370 -1.1455 0.1251
H 1.4404 2.2441 0.4205 0.1204
H 2.2888 -1.5818 0.9928 0.0900
H 2.2816 -1.2495 -0.7699 0.0965
H 0.7993 -1.6268 0.1107 0.0649
```

Results
- HOMO level: -9.629 eV
- M: 88.1 g/mol
- Frontier orbital gap: 0.39485 hartree
- F_max: 0.5 eV/A

(2)
Here is a structure of composition C5H12O in a non-equilibrium geometry from OMol25. Energies are from wB97M-V/def2-TZVPD.

The geometry in XYZ format:
```
18
Properties=species:S:1:pos:R:3:lowdin_charge:R:1
C 0.9115 -0.0209 -1.8416 -0.1236
C -0.3999 0.5905 -1.3348 -0.2027
C -0.8889 -0.4460 -0.3182 -0.1073
C -1.0773 -0.2658 1.0583 -0.1332
C -0.4468 0.7640 1.9411 -0.0666
H 1.4248 -0.1815 -0.8433 0.0354
H 1.4706 0.6585 -2.4568 0.0612
H 0.8355 -0.9897 -2.3443 0.0812
H -1.0663 0.5499 -2.1968 0.1074
H -0.3071 1.5949 -0.9568 0.1030
H -1.4626 -1.2252 -0.7901 0.1285
H 0.0958 -0.9335 0.5606 0.1935
H -1.9296 -0.7926 1.4961 0.1292
H 0.4585 0.4518 2.4657 0.0862
H -1.1568 1.2587 2.5832 0.0781
H 1.8447 -1.7191 0.9752 -0.0559
H -0.0426 1.4835 1.1997 0.0858
O 1.7366 -0.7773 0.8029 -0.4002
```

Results
- HOMO level: -8.098 eV
- M: 88.1 g/mol
- Frontier orbital gap: 0.30299 hartree
- F_max: 3.5 eV/A

(3)
Here is a cluster of 2 separate species, C5H12O in total from OMol25. Energies are from wB97M-V/def2-TZVPD.

The geometry in XYZ format:
```
18
Properties=species:S:1:pos:R:3:lowdin_charge:R:1
C -2.6325 0.3650 -0.4613 -0.1318
C -1.1127 0.3971 -0.5869 -0.3291
C -0.4317 0.4645 0.7756 -0.1361
C 1.8114 -1.6730 0.4504 -0.0567
O 2.5868 -0.6432 0.5492 -0.1585
C 2.6853 0.3760 -0.2515 -0.0643
H -2.9571 -0.5208 0.0978 0.0723
H -3.1260 0.3497 -1.4387 0.0666
H -2.9878 1.2476 0.0840 0.0710
H -0.8086 1.2624 -1.1908 0.1023
H -0.7700 -0.4925 -1.1360 0.0897
H -0.7904 1.3276 1.3466 0.0782
H -0.6359 -0.4355 1.3652 0.0761
H 1.8400 -2.3610 1.2802 0.0738
H 1.1548 -1.7622 -0.4087 0.0742
H 3.3905 1.1350 0.0459 0.0698
H 0.6504 0.5950 0.6647 0.0219
H 2.1335 0.3684 -1.1857 0.0805
```

Results
- HOMO level (spin up / spin down): -7.476 / -7.503 eV
- M: 88.1 g/mol
- Frontier orbital gap (spin up / spin down): 0.30408 / 0.30665 hartree
- F_max: 0.9 eV/A

(4)
Here is a cluster of 2 separate species, C5H12O in total in a non-equilibrium geometry from OMol25. Energies are from wB97M-V/def2-TZVPD.

The geometry in XYZ format:
```
18
Properties=species:S:1:pos:R:3:lowdin_spin:R:1
C -2.2509 0.4326 0.4362 0.0546
C -1.0197 -0.4165 0.4841 0.3012
C -0.6564 -1.1130 1.6584 0.3909
C 0.7114 -1.4815 1.9734 0.0840
C -0.0873 -0.3823 -0.7203 0.0431
H -2.9373 -0.3534 0.7652 0.0130
H -2.3796 0.8095 -0.5663 0.0034
H -2.1068 1.3391 1.0308 0.0160
H -1.5211 -1.1933 2.3085 0.0154
H 1.3783 -0.6511 2.2387 0.0315
H 0.7160 -2.0204 2.9216 0.0033
H 1.2458 -2.0177 1.1975 0.0177
H 0.7584 -1.0618 -0.6570 -0.0004
H 0.1200 0.6864 -0.8531 0.0164
H -0.6967 -0.6496 -1.5723 0.0099
H 2.9093 2.8785 -4.2846 0.0000
H 2.5074 2.6352 -2.9121 0.0000
O 3.3092 2.5591 -3.4487 0.0000
```

Results
- HOMO level (spin up / spin down): -13.832 / -13.832 eV
- M: 88.1 g/mol
- Frontier orbital gap (spin up / spin down): 0.33753 / 0.21909 hartree
- F_max: 2.5 eV/A
- Multiplicity: 2
- Net charge: +1

(5)
Here is a structure of composition C5H12O2 in a non-equilibrium geometry from OMol25. Energies are from wB97M-V/def2-TZVPD.

The geometry in XYZ format:
```
19
Properties=species:S:1:pos:R:3:lowdin_charge:R:1
C -2.4426 0.2429 -0.7989 -0.1049
C -1.6216 0.2462 0.4527 -0.1358
C -0.2118 0.3878 0.4798 -0.5806
O 0.2914 0.8116 1.6941 0.0137
C 0.6889 -0.4432 -0.3536 -0.0853
C 2.1392 -0.0973 -0.4824 -0.2507
O 2.7336 -0.0408 0.8240 -0.0838
H -3.1598 -0.5862 -0.8069 0.0760
H -3.0324 1.1668 -0.8916 0.0771
H -1.8247 0.1495 -1.6992 0.0701
H -1.0729 -1.8049 0.8156 0.0917
H -2.1232 0.4600 1.3934 0.1134
H -0.0947 1.1587 -0.3666 0.1972
H 1.1987 0.4601 1.7585 0.0774
H 0.2308 -0.9083 -1.2228 0.1001
H -0.3321 -1.9705 0.6241 0.0887
H 2.3279 0.8602 -0.9993 0.1220
H 2.6242 -0.8812 -1.0806 0.1155
H 3.5020 0.5417 0.7829 0.0984
```

Results
- HOMO level (spin up / spin down): -7.358 / -7.481 eV
- M: 104.1 g/mol
- Frontier orbital gap (spin up / spin down): 0.27903 / 0.29573 hartree
- F_max: 1.3 eV/A

(6)
Here is a cluster of 2 separate species, C5H12O2 in total in a non-equilibrium geometry from OMol25. Energies are from wB97M-V/def2-TZVPD.

The geometry in XYZ format:
```
19
Properties=species:S:1:pos:R:3:lowdin_charge:R:1
C 2.0280 0.1359 0.6447 -0.0677
C 0.8135 0.1803 -0.3712 -0.2326
O -0.2158 1.3137 -0.7371 -0.2278
C -1.5416 0.7958 -0.5669 -0.2192
C -1.3478 -0.6644 -0.9150 -0.1230
C -0.0938 -1.0164 -0.1349 -0.3706
O -0.3541 -1.1595 1.2529 -0.0271
H 2.6786 1.0138 0.6355 0.0738
H 1.7766 -0.1047 1.6830 0.0644
H 2.6651 -0.7049 0.2975 0.0878
H 1.2826 0.1494 -1.3440 0.1324
H -1.9043 0.9230 0.4677 0.1153
H -2.2750 1.2866 -1.2284 0.1277
H -2.1949 -1.3123 -0.6846 0.1197
H -1.1131 -0.7297 -1.9828 0.1272
H 0.4057 -1.9093 -0.5270 0.1517
H -1.0468 -1.8273 1.3444 0.1025
H 0.3632 1.7144 1.4176 0.0853
H 0.0739 1.9157 0.7488 0.0800
```

Results
- HOMO level: -9.472 eV
- M: 104.1 g/mol
- Frontier orbital gap: 0.37633 hartree
- F_max: 1.3 eV/A

(7)
Here is a cluster of 2 separate species, C5H12O2 in total in a non-equilibrium geometry from OMol25. Energies are from wB97M-V/def2-TZVPD.

The geometry in XYZ format:
```
19
Properties=species:S:1:pos:R:3:lowdin_charge:R:1
C 0.3603 -0.8095 0.9215 0.0383
C -0.8435 -0.3850 0.5297 -0.3761
C -1.8182 -1.2728 -0.1941 -0.0642
C -1.3135 1.0040 0.9338 -0.2424
O -0.2736 1.8983 1.2422 -0.0672
H 0.7770 -1.7622 0.6020 0.0852
H 0.9987 -0.1697 1.5221 0.0850
H -2.4045 -0.7466 -0.9558 0.0774
H -2.5255 -1.6814 0.5361 0.0851
H -1.3140 -2.1181 -0.6735 0.0790
H -1.9855 1.4179 0.1611 0.1216
H -1.9141 0.9069 1.8455 0.1293
H 0.3772 1.8622 0.5196 0.0634
C 2.3463 0.3648 -1.6768 -0.1374
O 1.3210 0.7416 -0.7905 -0.1756
H 2.2448 -0.6616 -2.0544 0.0841
H 2.3589 1.0531 -2.5256 0.0754
H 3.3050 0.4359 -1.1482 0.0839
H 0.5068 0.2003 -0.8481 0.0552
```

Results
- HOMO level: -9.169 eV
- M: 104.1 g/mol
- Frontier orbital gap: 0.36637 hartree
- F_max: 1.1 eV/A

(8)
Here is a cluster of 2 separate species, C5H12O2 in total from OMol25. Energies are from wB97M-V/def2-TZVPD.

The geometry in XYZ format:
```
19
Properties=species:S:1:pos:R:3:lowdin_charge:R:1
C 2.3502 -0.5299 0.7382 -0.1017
C 1.5710 0.1609 -0.3799 -0.2417
C 0.1578 -0.3093 -0.5192 -0.1014
O -0.3522 0.2607 1.5779 -0.0796
C -0.8907 0.2861 -1.2376 -0.1068
C -2.4635 0.0220 -0.2840 -0.3219
O -2.5676 0.8573 0.6793 -0.1607
H 3.4164 -0.2922 0.6810 0.0744
H 1.9688 -0.2372 1.7174 0.0638
H 2.2448 -1.6186 0.6611 0.0807
H 2.0446 -0.0915 -1.3454 0.1303
H 1.6151 1.2540 -0.3130 0.1212
H 0.0447 -1.3804 -0.3360 0.1327
H 0.0695 1.1238 1.6997 0.0703
H -1.2283 -0.3259 -2.0726 0.1137
H -0.7543 1.3351 -1.5105 0.1097
H -2.2851 -1.0476 -0.0416 0.1027
H -3.2030 0.0941 -1.1017 0.0991
H -1.3513 0.5161 1.4058 0.0152
```

Results
- HOMO level: -8.501 eV
- M: 104.1 g/mol
- Frontier orbital gap: 0.30788 hartree
- F_max: 0.5 eV/A